The following is a DFT calculation (wB97M-V/def2-TZVPD) of C9H11N in the gas phase at a distorted geometry.

Output
- SMILES = C=Cn1cccc1C(=C)C
- ΔE to the lowest compared entry with this formula, charge and spin (eV) = 3.462
- multiplicity = 1
- lowest unoccupied orbital energy (eV) = 0.032
- HOMO-LUMO gap (eV) = 7.885
- electronic energy (eV) = -10996.74281

```
21
Properties=species:S:1:pos:R:3:forces:R:3
C 0.597759 -0.094655 -2.730548 9.9 -2.6 4.2
C 1.155878 0.269301 -1.465747 -2.2 -1.3 -4.4
N 0.144198 0.711996 -0.597175 0.7 2.1 0.4
C -0.412979 1.923761 -0.849053 -0.4 0.6 -0.4
C -1.455838 2.131989 0.034286 0.6 0.4 -1.8
C -1.514531 1.017667 0.900179 0.0 -0.2 -0.6
C -0.481106 0.166393 0.462636 0.2 -1.6 1.9
C 0.091811 -1.081806 1.085604 -0.8 -0.1 -1.8
C 0.534698 -2.130236 0.354014 2.1 0.2 -1.2
C 0.057731 -1.126374 2.562201 -2.1 0.1 -0.8
H 0.098845 0.484722 -3.322479 -4.9 2.6 -2.7
H 1.492660 -0.545029 -3.369206 -1.8 0.9 1.0
H 2.260766 0.441338 -1.386807 -1.2 -1.1 0.9
H -0.038023 2.467276 -1.722382 -0.5 0.0 0.6
H -2.094402 2.951741 -0.268126 -0.4 0.0 1.1
H -2.347088 0.839006 1.598745 1.0 -0.1 -0.2
H 1.024990 -3.031890 0.887654 -1.0 1.5 -1.0
H 0.815022 -1.979345 -0.801901 -1.2 -0.8 2.8
H 0.838572 -0.544494 2.951765 1.1 0.8 0.8
H 0.145419 -2.154716 2.776448 0.2 -1.1 1.1
H -0.914381 -0.716645 2.899891 0.6 -0.3 0.2
```
Forces are in eV/Å.

Results of the natural (NBO) charge analysis, in e, for atoms 1 through 5: atom 1 (C): -0.3876, atom 2 (C): 0.0442, atom 3 (N): -0.3912, atom 4 (C): -0.0658, atom 5 (C): -0.3004



The following is a DFT calculation (wB97M-V/def2-TZVPD) of a gas-phase ion, C9H11N2 (charge +1) at a distorted geometry.

Output
- SMILES = C=C1C[N+](C)=C=C/C=C\C=N\1
- ΔE to the lowest compared entry with this formula, charge and spin (eV) = 4.510
- multiplicity = 1
- charge = +1
- lowest unoccupied orbital energy (spin up / spin down) (eV) = -4.462 / -4.462
- HOMO-LUMO gap (spin up / spin down) (eV) = 8.337 / 8.337
- electronic energy (eV) = -12480.90035

```
22
Properties=species:S:1:pos:R:3:forces:R:3
C -1.322037 -2.559752 0.260435 -1.1 0.6 1.3
C -0.933212 -1.329288 -0.010375 1.4 -0.1 0.2
C -1.743410 -0.150211 -0.519037 -0.2 0.8 2.5
N -1.081397 1.165732 -0.209236 1.0 -1.1 0.1
C -1.582532 2.275781 0.590948 -0.7 1.7 1.4
C 0.195446 1.044220 -0.366939 -0.4 -2.7 0.9
C 1.430008 1.360320 -0.596529 2.3 0.5 -0.8
C 2.584550 0.514667 -0.269606 0.4 1.8 -0.2
C 2.648228 -0.752970 0.101238 3.8 -1.4 0.5
C 1.540673 -1.600078 0.101445 -3.1 -1.2 0.3
N 0.399247 -0.962377 0.118361 0.8 1.8 -0.8
H -0.660550 -3.284510 0.697154 0.3 -0.3 -0.3
H -2.356424 -2.667179 0.506688 -0.7 -0.7 -0.6
H -1.817077 -0.241409 -1.530660 -0.1 -0.1 -3.0
H -2.737624 -0.126526 -0.134857 -0.7 0.0 0.4
H -2.394612 2.061122 1.316461 0.5 -0.5 -0.7
H -0.821346 2.826386 1.190781 0.1 -1.2 -0.4
H -1.917736 3.097662 -0.033327 -0.4 -0.3 -0.5
H 1.653176 2.269229 -1.159567 -0.2 -0.1 0.1
H 3.616262 0.867681 -0.373970 -0.8 1.0 -0.1
H 3.766268 -1.069238 0.260111 -2.6 -0.2 -0.3
H 1.534106 -2.739261 0.060491 0.3 1.6 0.0
```
Forces are in eV/Å.

Results of the natural (NBO) charge analysis, in e, for atoms 1 through 5: atom 1 (C): -0.3555, atom 2 (C): 0.1189, atom 3 (C): -0.2211, atom 4 (N): -0.3835, atom 5 (C): -0.4357



The following is a DFT calculation (wB97M-V/def2-TZVPD) of a gas-phase ion, C9H11N2O2 (charge +1) at a distorted geometry.

Output
- ΔE to the lowest compared entry with this formula, charge and spin (eV) = 2.844
- expectation value of S² = 2.022
- multiplicity = 3
- charge = +1
- lowest unoccupied orbital energy (spin up / spin down) (eV) = -2.885 / -6.492
- HOMO-LUMO gap (spin up / spin down) (eV) = 5.775 / 6.677
- electronic energy (eV) = -16571.56384

```
24
Properties=species:S:1:pos:R:3:forces:R:3
C 1.755243 -2.600413 -0.300522 -1.5 -0.2 -0.4
C 2.876480 -1.910795 0.079987 3.9 -0.5 0.5
C 0.554830 -1.956680 -0.301035 -0.8 0.7 -0.3
C 2.974594 -0.586308 0.239207 -0.7 1.9 0.2
C 0.567602 -0.544825 -0.177716 -4.8 -0.2 -0.4
C 1.756974 0.133091 0.070658 3.4 3.8 0.6
C -1.776777 0.423598 -0.378764 -1.0 -0.7 0.7
C -4.044552 0.478351 0.721346 -2.5 -3.0 1.6
C -3.220541 0.577121 -0.472241 2.6 2.1 -2.6
N -0.681138 0.028202 -0.344852 3.9 -0.6 0.5
N 1.857788 1.550988 -0.012849 -2.3 -0.6 0.2
O 0.641005 2.340674 0.037945 2.7 -0.3 -1.3
O 3.009861 2.240549 0.115206 -0.4 -0.5 -0.7
H 1.891726 -3.579671 -0.681033 -0.3 -1.0 0.1
H 3.841863 -2.388924 0.200818 -0.3 -0.6 -0.2
H -0.461476 -2.321072 -0.485362 0.8 -0.6 -0.1
H 3.944073 -0.076421 0.456384 -1.2 -0.5 -0.2
H -3.762878 1.203372 1.411888 0.4 1.3 1.3
H -4.014866 -0.538180 1.271716 0.4 1.5 -1.0
H -5.134973 0.590373 0.530194 0.8 0.2 -0.3
H -3.178855 1.641388 -0.921267 -1.1 -1.4 0.2
H -3.294671 -0.164475 -1.275218 -1.3 0.2 -0.2
H 0.753888 2.889130 -0.801190 -0.4 -0.6 1.3
H 3.144807 2.570926 1.016697 -0.4 -0.1 0.4
```
Forces are in eV/Å.

Results of the natural (NBO) charge analysis, in e, for atoms 1 through 5: atom 1 (C): -0.0500, atom 2 (C): -0.3051, atom 3 (C): -0.2406, atom 4 (C): -0.1368, atom 5 (C): 0.1276



The following is a DFT calculation (wB97M-V/def2-TZVPD) of C9H11N2P in the gas phase at a distorted geometry.

Output
- SMILES = CP(n1cccc1)n1cccc1
- ΔE to the lowest compared entry with this formula, charge and spin (eV) = 1.447
- multiplicity = 1
- lowest unoccupied orbital energy (eV) = 0.627
- HOMO-LUMO gap (eV) = 8.638
- electronic energy (eV) = -21778.04440

```
23
Properties=species:S:1:pos:R:3:forces:R:3
C 0.344014 2.453913 -0.064503 3.7 -2.4 -3.1
P 0.258080 0.926342 -1.233225 1.6 -1.2 2.4
N -1.246692 0.282631 -0.724461 0.4 0.1 0.2
C -2.105537 -0.045091 -1.705504 -2.2 -1.0 -3.7
C -3.293599 -0.518304 -1.196081 0.0 -0.3 1.4
C -3.111210 -0.508032 0.230377 -0.3 -0.1 0.0
C -1.876495 -0.007209 0.474855 2.0 0.6 2.5
N 1.452275 -0.417041 -0.170692 -5.7 3.3 -3.2
C 2.686941 -0.130084 0.143123 1.6 -1.1 0.8
C 3.256984 -1.281767 0.595096 2.9 0.6 0.9
C 2.311585 -2.284252 0.475894 0.0 0.5 0.0
C 1.166973 -1.738274 -0.023404 1.8 0.2 0.6
H 0.084723 2.017470 0.841980 0.3 0.1 2.1
H -0.383740 3.045084 -0.458590 -2.3 1.8 -0.9
H 1.359211 2.918311 -0.377807 -1.5 -0.7 1.6
H -1.860664 0.010611 -2.809593 0.0 0.2 1.7
H -4.250201 -0.918571 -1.549234 0.9 0.4 -0.8
H -3.828697 -0.872974 0.970183 0.4 0.3 -0.3
H -1.265997 0.143771 1.434266 -1.3 -0.3 -1.6
H 3.208812 0.754413 -0.003731 0.2 1.8 -0.2
H 4.308621 -1.258828 0.979310 -1.2 -0.6 -0.4
H 2.414546 -3.275594 0.717617 0.3 -2.2 0.6
H 0.327415 -2.324460 -0.205533 -1.8 0.1 -0.5
```
Forces are in eV/Å.

Results of the natural (NBO) charge analysis, in e, for atoms 1 through 5: atom 1 (C): -0.9054, atom 2 (P): 1.1648, atom 3 (N): -0.6848, atom 4 (C): -0.0465, atom 5 (C): -0.3164



> Look up the ΔE to the lowest compared entry with this formula, charge and spin of the first one.

3.462 eV



What did the third record say?
The following is a DFT calculation (wB97M-V/def2-TZVPD) of a gas-phase ion, C9H11N2O2 (charge +1) at a distorted geometry.

Output
- ΔE to the lowest compared entry with this formula, charge and spin (eV) = 2.844
- expectation value of S² = 2.022
- multiplicity = 3
- charge = +1
- lowest unoccupied orbital energy (spin up / spin down) (eV) = -2.885 / -6.492
- HOMO-LUMO gap (spin up / spin down) (eV) = 5.775 / 6.677
- electronic energy (eV) = -16571.56384

```
24
Properties=species:S:1:pos:R:3:forces:R:3
C 1.755243 -2.600413 -0.300522 -1.5 -0.2 -0.4
C 2.876480 -1.910795 0.079987 3.9 -0.5 0.5
C 0.554830 -1.956680 -0.301035 -0.8 0.7 -0.3
C 2.974594 -0.586308 0.239207 -0.7 1.9 0.2
C 0.567602 -0.544825 -0.177716 -4.8 -0.2 -0.4
C 1.756974 0.133091 0.070658 3.4 3.8 0.6
C -1.776777 0.423598 -0.378764 -1.0 -0.7 0.7
C -4.044552 0.478351 0.721346 -2.5 -3.0 1.6
C -3.220541 0.577121 -0.472241 2.6 2.1 -2.6
N -0.681138 0.028202 -0.344852 3.9 -0.6 0.5
N 1.857788 1.550988 -0.012849 -2.3 -0.6 0.2
O 0.641005 2.340674 0.037945 2.7 -0.3 -1.3
O 3.009861 2.240549 0.115206 -0.4 -0.5 -0.7
H 1.891726 -3.579671 -0.681033 -0.3 -1.0 0.1
H 3.841863 -2.388924 0.200818 -0.3 -0.6 -0.2
H -0.461476 -2.321072 -0.485362 0.8 -0.6 -0.1
H 3.944073 -0.076421 0.456384 -1.2 -0.5 -0.2
H -3.762878 1.203372 1.411888 0.4 1.3 1.3
H -4.014866 -0.538180 1.271716 0.4 1.5 -1.0
H -5.134973 0.590373 0.530194 0.8 0.2 -0.3
H -3.178855 1.641388 -0.921267 -1.1 -1.4 0.2
H -3.294671 -0.164475 -1.275218 -1.3 0.2 -0.2
H 0.753888 2.889130 -0.801190 -0.4 -0.6 1.3
H 3.144807 2.570926 1.016697 -0.4 -0.1 0.4
```
Forces are in eV/Å.

Results of the natural (NBO) charge analysis, in e, for atoms 1 through 5: atom 1 (C): -0.0500, atom 2 (C): -0.3051, atom 3 (C): -0.2406, atom 4 (C): -0.1368, atom 5 (C): 0.1276



Repeat the first record exactly.
The following is a DFT calculation (wB97M-V/def2-TZVPD) of C9H11N in the gas phase at a distorted geometry.

Output
- SMILES = C=Cn1cccc1C(=C)C
- ΔE to the lowest compared entry with this formula, charge and spin (eV) = 3.462
- multiplicity = 1
- lowest unoccupied orbital energy (eV) = 0.032
- HOMO-LUMO gap (eV) = 7.885
- electronic energy (eV) = -10996.74281

```
21
Properties=species:S:1:pos:R:3:forces:R:3
C 0.597759 -0.094655 -2.730548 9.9 -2.6 4.2
C 1.155878 0.269301 -1.465747 -2.2 -1.3 -4.4
N 0.144198 0.711996 -0.597175 0.7 2.1 0.4
C -0.412979 1.923761 -0.849053 -0.4 0.6 -0.4
C -1.455838 2.131989 0.034286 0.6 0.4 -1.8
C -1.514531 1.017667 0.900179 0.0 -0.2 -0.6
C -0.481106 0.166393 0.462636 0.2 -1.6 1.9
C 0.091811 -1.081806 1.085604 -0.8 -0.1 -1.8
C 0.534698 -2.130236 0.354014 2.1 0.2 -1.2
C 0.057731 -1.126374 2.562201 -2.1 0.1 -0.8
H 0.098845 0.484722 -3.322479 -4.9 2.6 -2.7
H 1.492660 -0.545029 -3.369206 -1.8 0.9 1.0
H 2.260766 0.441338 -1.386807 -1.2 -1.1 0.9
H -0.038023 2.467276 -1.722382 -0.5 0.0 0.6
H -2.094402 2.951741 -0.268126 -0.4 0.0 1.1
H -2.347088 0.839006 1.598745 1.0 -0.1 -0.2
H 1.024990 -3.031890 0.887654 -1.0 1.5 -1.0
H 0.815022 -1.979345 -0.801901 -1.2 -0.8 2.8
H 0.838572 -0.544494 2.951765 1.1 0.8 0.8
H 0.145419 -2.154716 2.776448 0.2 -1.1 1.1
H -0.914381 -0.716645 2.899891 0.6 -0.3 0.2
```
Forces are in eV/Å.

Results of the natural (NBO) charge analysis, in e, for atoms 1 through 5: atom 1 (C): -0.3876, atom 2 (C): 0.0442, atom 3 (N): -0.3912, atom 4 (C): -0.0658, atom 5 (C): -0.3004



> Which value of multiplicity does entry 4 give?

1